This record from the OMol25 dataset describes a molecular structure, Br2Hg. The level of theory is ωB97M-V with the def2-TZVPD basis set.

```
3
Properties=species:S:1:pos:R:3:forces:R:3:mulliken_charge:R:1
Hg 0.0956 -0.1192 -0.6266 -0.95 -0.58 -0.63 0.78
Br -1.9512 -0.7937 0.2585 -1.78 -0.79 -0.01 -0.39
Br 1.8555 0.9129 0.3681 2.73 1.37 0.64 -0.38
```
Forces are in eV/Å.

2S+1 = 1
Frontier orbital gap = 8.95 eV
Relative energy (zero: lowest compared OMol25 entry of this formula, charge and spin) = 0.000 eV

This record from the OMol25 dataset describes a molecular structure, C35H35CoN5O4SSe. The level of theory is ωB97M-V with the def2-TZVPD basis set.

```
82
Properties=species:S:1:pos:R:3:forces:R:3:mulliken_charge:R:1
Co 0.0650 -0.0953 0.2599 1.04 1.74 0.74 -1.29
O -3.6667 0.4010 -3.3989 -0.03 0.01 0.05 -0.64
C -2.5172 0.5721 -4.0648 0.06 0.02 0.00 0.51
C -2.6116 0.7592 -5.4460 0.01 0.00 0.01 -0.71
C -1.4782 0.9591 -6.2007 -0.01 0.01 -0.01 -0.34
C -0.2122 0.9743 -5.6088 0.01 0.00 0.00 -1.00
C -0.1063 0.7762 -4.2543 0.00 -0.03 0.00 -0.43
C -1.2446 0.5697 -3.4581 -0.07 0.03 -0.01 -0.01
C -1.0640 0.3680 -2.0294 0.02 0.02 0.08 0.99
O 0.1419 0.3084 -1.5503 -0.48 -0.55 -0.14 0.03
N -2.1369 0.2835 -1.2376 0.04 0.04 -0.11 -1.37
N -1.7294 0.1291 0.0345 0.00 -0.28 -0.35 1.59
C -2.4613 0.2297 1.0758 0.00 -0.03 -0.04 -0.26
C -1.7411 0.0000 2.3242 0.04 -0.02 0.00 0.59
C -2.3605 -0.0806 3.5563 0.01 0.00 0.01 -1.00
C -1.5969 -0.4071 4.6677 -0.03 -0.01 0.00 -0.36
C -0.2477 -0.6602 4.5042 0.03 0.01 -0.01 -1.04
C 0.3052 -0.5530 3.2380 0.02 0.04 0.01 0.02
N -0.4046 -0.1903 2.1753 -0.43 -0.35 -0.11 0.67
H -3.4739 0.3188 -2.4434 0.01 -0.02 -0.03 0.58
H -3.5953 0.7428 -5.8945 0.00 0.01 0.00 0.47
H -1.5737 1.1085 -7.2685 0.00 -0.01 0.00 0.39
H 0.6709 1.1377 -6.2100 0.00 0.00 0.00 0.44
H 0.8606 0.7780 -3.7705 0.00 0.00 0.00 0.48
H -3.5171 0.4615 1.0165 -0.01 -0.02 0.01 0.49
H -3.4261 0.0834 3.6336 0.00 0.01 -0.01 0.51
H -2.0594 -0.4897 5.6418 0.01 0.02 0.00 0.44
H 0.3788 -0.9465 5.3361 0.00 -0.02 0.00 0.48
H 1.3475 -0.7686 3.0698 0.00 -0.02 0.00 0.44
C 2.6276 -10.7546 -0.1136 -0.05 -0.04 0.03 -1.12
C 2.0477 -9.4151 0.2505 -0.01 -0.02 0.05 0.78
O 2.4951 -8.6823 1.0855 0.06 0.05 -0.09 -0.50
S 0.5816 -9.0423 -0.7284 -0.02 0.00 -0.06 -0.25
C 0.4051 -7.3006 -0.4735 -0.02 0.00 0.03 0.20
C 0.3178 -6.4823 -1.5954 0.03 0.00 0.01 -0.53
C 0.1904 -5.1124 -1.4497 -0.03 0.01 0.02 -0.65
C 0.1661 -4.5422 -0.1765 0.06 -0.09 0.01 0.16
C 0.2254 -5.3737 0.9430 -0.03 0.01 0.00 -0.58
C 0.3289 -6.7452 0.7990 -0.06 -0.01 0.00 -0.48
C 0.1038 -3.1177 -0.0198 -0.05 0.04 0.01 0.61
C 0.0845 -1.9169 0.0984 -0.24 -0.01 -0.01 -0.73
H 3.3618 -11.0435 0.6337 0.00 -0.01 0.00 0.30
H 3.1007 -10.6803 -1.0932 0.03 0.01 0.01 0.31
H 1.8415 -11.5071 -0.1848 0.00 0.00 0.00 0.34
H 0.3594 -6.9221 -2.5832 0.02 0.00 0.00 0.41
H 0.1150 -4.4763 -2.3214 0.03 0.01 0.00 0.49
H 0.1779 -4.9366 1.9317 0.02 0.00 0.00 0.46
H 0.3522 -7.3826 1.6699 0.04 0.00 0.00 0.43
C -1.7520 5.5324 -1.3599 -0.02 -0.01 -0.01 -0.97
N -1.2338 5.4739 -0.0054 0.06 -0.01 -0.03 0.37
C -0.4657 4.4886 0.5013 -0.10 0.01 0.19 -0.14
Se 0.1023 2.9677 -0.3737 0.00 -0.26 -0.04 -0.34
N -0.1778 4.8298 1.7782 -0.01 -0.05 -0.02 0.14
C -0.7532 6.0517 2.1027 -0.03 0.03 -0.01 0.37
C -0.7483 6.8142 3.2589 0.00 0.01 0.00 -0.73
C -1.4466 8.0100 3.2200 0.01 -0.01 0.01 -0.50
C -2.1213 8.4259 2.0691 -0.01 0.00 -0.01 -0.62
C -2.1221 7.6617 0.9138 0.01 0.01 -0.01 -0.65
C -1.4254 6.4644 0.9563 0.02 0.00 0.04 0.65
H -1.6780 4.5416 -1.7994 0.00 0.00 0.00 0.27
H -1.1738 6.2378 -1.9558 0.00 0.00 0.00 0.32
H -2.7941 5.8455 -1.3304 0.00 0.00 0.00 0.35
H 0.4075 4.2579 2.3614 0.01 0.01 0.01 0.10
H -0.2224 6.4978 4.1493 0.00 -0.01 0.00 0.42
H -1.4677 8.6378 4.0999 0.00 0.00 0.00 0.40
H -2.6524 9.3674 2.0805 0.00 0.00 0.00 0.40
H -2.6376 7.9898 0.0218 0.00 0.00 0.00 0.40
C 3.5905 0.4681 -1.5396 -0.01 0.00 -0.02 -1.24
C 2.7886 -0.5172 -0.7237 -0.08 0.01 -0.02 -0.45
O 2.0583 0.1705 0.3437 0.10 -0.32 -0.18 0.22
C 2.9288 0.4673 1.4561 -0.06 -0.03 -0.05 -0.62
C 2.5381 1.7505 2.1454 0.01 0.01 0.04 -1.05
H 4.0356 -0.0538 -2.3875 0.00 0.00 0.00 0.41
H 4.4025 0.9314 -0.9790 -0.01 0.00 0.01 0.41
H 2.9353 1.2523 -1.9192 0.00 0.00 -0.01 0.23
H 3.3940 -1.2967 -0.2571 0.05 0.02 -0.02 0.44
H 2.0346 -0.9984 -1.3363 0.01 -0.03 0.02 0.31
H 3.9363 0.5631 1.0550 -0.01 0.03 -0.01 0.53
H 2.9431 -0.3957 2.1261 0.04 0.00 0.01 0.36
H 2.5197 2.5659 1.4245 0.03 0.01 0.00 0.27
H 3.2747 1.9703 2.9201 -0.01 -0.01 0.01 0.48
H 1.5548 1.6906 2.6125 -0.01 -0.01 -0.02 0.12
```
Forces are in eV/Å.

Total charge = +1
2S+1 = 1
Frontier orbital gap = 6.13 eV
Relative energy (zero: lowest compared OMol25 entry of this formula, charge and spin) = 0.898 eV

This record from the OMol25 dataset describes a molecular structure, C17H41As3IrNO4SSi. The level of theory is ωB97M-V with the def2-TZVPD basis set.

```
69
Properties=species:S:1:pos:R:3:forces:R:3:mulliken_charge:R:1
Ir -0.5421 0.4744 -0.9800 -0.33 -1.11 1.19 1.30
O -1.6895 -2.7694 -1.1465 -0.01 0.01 0.02 -0.66
S -1.3864 -1.7969 -2.1828 0.15 0.14 -0.25 0.99
O -1.4961 -2.2669 -3.5259 0.00 -0.02 0.00 -0.70
O 0.0536 -1.2511 -1.9043 0.00 0.15 -0.14 -0.84
O -2.1784 -0.4978 -1.9578 0.07 0.21 -0.27 -0.66
C 2.9535 -0.0104 -1.4407 0.03 0.04 0.08 -1.53
As 1.6432 0.2542 -0.0368 -0.02 0.42 -0.11 0.59
C 2.5899 1.5326 1.0801 -0.05 -0.02 0.04 -1.44
C 1.8762 -1.5133 0.7728 -0.06 0.01 -0.04 -1.32
C 1.1373 -1.9854 2.0348 -0.01 0.00 -0.01 2.92
C 1.3560 -0.9704 3.1611 0.00 0.00 0.01 -1.91
C -0.3591 -2.2478 1.8082 0.07 0.04 -0.07 -0.77
As -1.4349 -0.8078 1.0763 0.03 0.34 -0.19 1.11
C -3.2229 -1.5510 1.1144 0.02 -0.02 -0.01 -1.38
C -1.6609 0.4171 2.5925 -0.01 -0.04 0.02 -1.36
C 1.7912 -3.3096 2.4886 -0.02 0.00 0.01 -2.10
As 1.6663 -5.0620 1.5470 0.02 0.00 -0.02 0.30
C 1.3640 -4.6425 -0.3478 0.00 0.00 0.01 -0.74
C -0.1750 -5.5963 1.9923 0.00 0.01 0.00 -1.00
H 3.8603 -0.4216 -0.9968 0.00 -0.02 -0.02 0.48
H 3.1894 0.9323 -1.9276 0.00 0.01 0.01 0.50
H 2.5352 -0.7024 -2.1687 -0.03 0.00 0.00 0.38
H 3.5077 1.0800 1.4551 0.00 0.02 0.01 0.45
H 1.9802 1.8687 1.9160 -0.01 -0.02 -0.01 0.38
H 2.8365 2.3909 0.4559 0.00 0.01 0.00 0.47
H 2.9537 -1.5704 0.9559 0.00 -0.02 0.01 0.70
H 1.6503 -2.1665 -0.0698 0.00 -0.01 0.00 -0.26
H 1.0004 0.0242 2.8900 -0.03 -0.01 0.00 0.00
H 2.4197 -0.8884 3.3973 0.00 0.01 0.00 0.42
H 0.8325 -1.2764 4.0693 0.01 -0.01 0.00 0.44
H -0.8210 -2.5760 2.7440 0.01 -0.01 0.00 0.80
H -0.4874 -3.0411 1.0742 -0.01 0.01 -0.01 -0.76
H -3.4780 -1.8315 2.1368 0.00 0.01 0.00 0.43
H -3.2654 -2.4058 0.4477 0.01 0.00 0.00 0.35
H -3.9125 -0.7867 0.7581 0.00 0.00 0.00 0.38
H -1.7171 -0.1430 3.5260 0.01 0.01 0.01 0.45
H -2.6025 0.9489 2.4523 -0.01 0.00 -0.01 0.45
H -0.8573 1.1482 2.6547 0.02 0.00 -0.02 0.31
H 1.4212 -3.5547 3.4910 -0.01 0.00 0.00 0.54
H 2.8653 -3.1383 2.6074 0.00 0.00 0.01 0.50
H 2.2563 -4.1918 -0.7811 0.00 -0.01 -0.01 0.29
H 0.4960 -4.0114 -0.5413 0.01 -0.01 -0.01 -0.01
H 1.2048 -5.6004 -0.8442 -0.01 0.00 0.00 0.46
H -0.3656 -5.4031 3.0483 0.00 0.00 0.00 0.29
H -0.2597 -6.6694 1.8252 0.00 0.00 0.00 0.43
H -0.9256 -5.0896 1.3885 0.00 0.01 0.00 0.21
C -2.0447 3.7329 -2.8802 -0.07 -0.02 -0.03 -1.12
Si -0.1894 3.4679 -2.6798 0.05 -0.03 -0.03 0.33
C 0.5079 4.4301 -1.2021 -0.03 -0.01 0.00 -0.94
C 0.6309 4.2068 -4.2024 -0.02 0.01 0.00 -1.18
C 0.2212 1.6604 -2.5661 -0.25 -0.33 -0.28 -0.63
H -2.3483 4.7609 -2.6642 0.02 0.02 0.00 0.34
H -2.6364 3.0514 -2.2665 0.01 0.05 -0.14 0.28
H -2.3151 3.5281 -3.9190 0.00 0.01 0.00 0.37
H -0.0794 5.3231 -0.9696 0.00 -0.01 0.00 0.34
H 1.5186 4.7731 -1.4385 0.00 -0.01 0.00 0.35
H 0.5755 3.8163 -0.3019 -0.05 -0.02 0.04 0.20
H 0.4042 5.2718 -4.3011 0.00 0.00 0.00 0.30
H 0.2899 3.7075 -5.1118 0.00 0.00 0.00 0.33
H 1.7175 4.1023 -4.1529 -0.01 0.00 0.00 0.30
H 1.3118 1.5875 -2.6152 0.00 -0.02 -0.02 0.01
H -0.1240 1.2036 -3.5052 -0.03 -0.06 0.05 0.44
C -2.9371 4.0618 0.5999 0.02 0.02 -0.01 -1.48
C -2.1549 2.9218 0.1539 -0.12 -0.15 0.15 0.53
N -1.5568 2.0189 -0.2110 0.64 0.41 0.07 0.29
H -2.2809 4.9230 0.7175 -0.01 0.01 0.00 0.32
H -3.4157 3.8367 1.5518 0.00 0.00 0.00 0.39
H -3.6980 4.2896 -0.1453 0.01 0.00 -0.01 0.34
```
Forces are in eV/Å.

2S+1 = 1
Frontier orbital gap = 8.23 eV
Relative energy (zero: lowest compared OMol25 entry of this formula, charge and spin) = 0.000 eV

This record from the OMol25 dataset describes a molecular structure, C16H10AuN3OSSe4. The level of theory is ωB97M-V with the def2-TZVPD basis set.

```
36
Properties=species:S:1:pos:R:3:forces:R:3:mulliken_charge:R:1
Au 0.1324 -0.5588 0.1224 -0.60 -0.70 -0.30 0.25
Se -1.9466 -1.1402 -0.9209 0.00 -0.34 0.12 0.23
Se -2.3604 -3.3555 -0.7084 0.32 -0.14 0.07 -0.11
Se -0.2772 -4.5721 -0.3514 -0.18 0.26 -0.05 0.06
Se 0.9875 -3.3993 1.0233 -0.15 0.06 -0.04 -0.05
N 1.6808 0.3855 0.9006 0.94 0.29 0.23 -0.34
C 2.7617 0.7689 1.1063 -1.06 -0.19 -0.12 0.60
C 3.9873 1.2437 1.4326 0.19 -0.09 0.05 -0.05
C 4.7285 0.5470 2.3960 0.19 -0.20 0.23 0.11
N 5.3152 -0.0402 3.1893 0.28 -0.28 0.36 -0.48
C 4.4776 2.4222 0.8624 0.02 0.36 -0.21 0.11
N 4.8662 3.4008 0.4018 0.13 0.40 -0.26 -0.47
O -2.0487 1.4813 -0.7520 -0.85 -0.33 0.03 -0.63
S -0.8258 2.3079 -0.6151 0.50 1.27 -0.94 0.65
C -1.3269 4.0112 -1.0117 0.25 -0.22 0.40 0.28
C -2.4675 4.2745 -1.7435 -0.05 -0.23 -0.01 -0.37
C -2.8303 5.5900 -1.9789 -0.01 -0.06 0.00 -0.63
C -2.0556 6.6256 -1.4797 0.05 0.05 0.01 -0.41
C -0.9116 6.3486 -0.7464 0.02 0.10 -0.03 -0.63
C -0.5445 5.0354 -0.5077 0.00 -0.10 0.03 -0.32
C 0.0778 2.0505 -2.1723 -0.01 -0.03 0.31 0.86
C -0.5142 1.3014 -3.1697 -0.22 -0.08 0.13 -0.31
C 0.1745 1.0680 -4.3479 0.06 0.01 -0.01 -0.66
C 1.4504 1.5809 -4.5131 0.02 0.02 -0.05 -0.44
C 2.0373 2.3303 -3.5036 0.02 0.02 0.00 -0.63
C 1.3507 2.5695 -2.3256 -0.02 -0.03 0.06 -0.66
H -3.0621 3.4504 -2.1051 -0.13 -0.10 -0.05 0.42
H -3.7255 5.8020 -2.5436 -0.07 0.04 -0.06 0.38
H -2.3474 7.6512 -1.6579 0.00 0.03 0.00 0.38
H -0.3112 7.1523 -0.3463 0.03 0.06 0.00 0.39
H 0.3355 4.8018 0.0724 0.12 0.04 0.13 0.44
H -1.5066 0.9036 -3.0105 -0.08 0.01 -0.04 0.51
H -0.2835 0.4813 -5.1295 -0.04 -0.05 -0.08 0.40
H 1.9897 1.3979 -5.4310 0.05 -0.02 -0.04 0.39
H 3.0342 2.7222 -3.6287 0.11 0.06 -0.01 0.43
H 1.7970 3.1506 -1.5340 0.18 0.09 0.12 0.28
```
Forces are in eV/Å.

2S+1 = 3
Frontier orbital gap (spin up / spin down) = 6.54 / 4.71 eV